A structure of composition C4H2. Source: the Open Molecules 2025 dataset; level of theory: the ωB97M-V functional and the def2-TZVPD basis.

Output
2S+1 = 1
frontier orbital gap = 0.3984 hartree
strongest force on any atom = 0.68 eV Å⁻¹

Element x y z (Å)
1 C 0.448 -0.102 0.013
2 C 1.582 -0.075 0.414
3 C -0.881 -0.104 -0.416
4 C -2.034 -0.236 -0.935
5 H 2.583 -0.047 0.782
6 H -1.698 0.564 0.142

Forces on the atoms, in the same order (eV/Å):
C 0.51 0.00 0.16
C -0.43 0.00 -0.13
C -0.25 -0.16 -0.25
C 0.58 0.13 0.33
H -0.13 -0.03 -0.09
H -0.28 0.05 -0.03

These are the Löwdin partial charges, in e, on atoms 1 to 4:
1 C -0.141
2 C 0.146
3 C -0.262
4 C 0.116


A structure of composition C42H42Cl2InN4PS. Source: the Open Molecules 2025 dataset; level of theory: the ωB97M-V functional and the def2-TZVPD basis.

Output
2S+1 = 1
frontier orbital gap = 0.3094 hartree
net charge = +2
strongest force on any atom = 0.52 eV Å⁻¹

Element x y z (Å)
1 In -0.307 -0.259 -0.039
2 C -1.504 -2.279 6.223
3 C -1.097 -2.922 5.060
4 C -0.701 -2.179 3.960
5 C -0.701 -0.783 4.025
6 C -1.114 -0.141 5.189
7 C -1.514 -0.893 6.286
8 P -0.132 0.116 2.569
9 C -0.656 1.841 2.723
10 C 0.253 2.892 2.636
11 C -0.202 4.206 2.656
12 C -1.557 4.473 2.772
13 C -2.469 3.426 2.860
14 C -2.023 2.116 2.823
15 C 1.677 0.119 2.609
16 C 2.328 0.186 3.813
17 C 3.736 0.215 3.879
18 C 4.464 0.180 2.727
19 C 3.830 0.106 1.460
20 C 4.606 0.075 0.274
21 C 4.011 -0.009 -0.948
22 C 2.602 -0.074 -1.036
23 C 1.807 -0.031 0.080
24 C 2.414 0.068 1.376
25 H -1.812 -2.860 7.082
26 H -1.090 -4.003 5.012
27 H -0.376 -2.686 3.055
28 H -1.122 0.941 5.245
29 H -1.832 -0.394 7.191
30 H 1.314 2.690 2.562
31 H 0.508 5.019 2.592
32 H -1.906 5.496 2.803
33 H -3.526 3.636 2.961
34 H -2.737 1.301 2.887
35 H 1.759 0.220 4.735
36 H 4.227 0.269 4.840
37 H 5.546 0.208 2.762
38 H 5.685 0.113 0.360
39 H 4.611 -0.037 -1.848
40 H 2.161 -0.186 -2.020
41 Cl -0.357 0.607 -2.808
42 C 0.362 2.252 -2.621
43 Cl 0.277 2.841 -0.955
44 H -0.209 2.917 -3.257
45 H 1.401 2.188 -2.920
46 C -4.954 -2.791 1.031
47 C -3.728 -2.600 1.893
48 N -2.883 -1.578 1.278
49 C -3.311 -0.602 0.434
50 N -2.406 0.246 -0.055
51 C -2.934 1.428 -0.754
52 C -4.098 1.031 -1.640
53 C -5.181 0.474 -0.749
54 N -4.623 -0.533 0.160
55 C -5.579 -1.429 0.821
56 H -5.660 -3.469 1.509
57 H -4.674 -3.217 0.064
58 H -3.145 -3.517 1.988
59 H -4.021 -2.287 2.899
60 H -1.986 -1.414 1.708
61 H -2.140 1.873 -1.341
62 H -3.241 2.182 -0.022
63 H -3.764 0.271 -2.351
64 H -4.481 1.881 -2.203
65 H -5.983 0.006 -1.318
66 H -5.623 1.278 -0.154
67 H -6.463 -1.483 0.188
68 H -5.886 -1.001 1.780
69 N -0.505 -2.314 -0.639
70 S 0.817 -3.239 -0.645
71 C 0.978 -4.023 0.931
72 C 0.020 -4.905 1.424
73 C 0.194 -5.430 2.693
74 C 1.310 -5.071 3.449
75 C 2.247 -4.178 2.953
76 C 2.084 -3.643 1.680
77 C 0.457 -4.600 -1.731
78 C 1.092 -5.821 -1.542
79 C 0.857 -6.840 -2.451
80 C 0.003 -6.635 -3.527
81 C -0.610 -5.404 -3.710
82 C -0.382 -4.370 -2.814
83 H -1.376 -2.834 -0.595
84 H -0.829 -5.198 0.818
85 H -0.527 -6.132 3.089
86 H 1.450 -5.503 4.432
87 H 3.106 -3.900 3.548
88 H 2.806 -2.944 1.274
89 H 1.764 -5.980 -0.709
90 H 1.342 -7.797 -2.314
91 H -0.177 -7.437 -4.230
92 H -1.264 -5.242 -4.557
93 H -0.844 -3.402 -2.958

Cartesian forces (eV/Å) of the 6 atoms listed first:
In -0.38 -0.25 0.26
C 0.01 -0.02 -0.03
C -0.02 0.02 0.01
C -0.02 0.02 0.02
C -0.05 -0.05 0.00
C -0.01 -0.02 0.05

These are the Löwdin partial charges, in e, on atoms 1 to 4:
1 In 0.609
2 C -0.051
3 C -0.062
4 C -0.101


An isolated molecule of C18H23N3O4S. Source: the Open Molecules 2025 dataset; level of theory: the ωB97M-V functional and the def2-TZVPD basis.

Output
2S+1 = 1
frontier orbital gap = 0.3518 hartree
structure (SMILES) = CCOc1ccc(S(=O)(=O)N(CC)CC(=O)NCc2ccncc2)cc1
strongest force on any atom = 1.06 eV Å⁻¹

Element x y z (Å)
1 C -6.221 -2.029 -0.489
2 C -6.060 -0.838 0.449
3 H -5.596 -1.140 1.395
4 H -7.039 -0.404 0.670
5 O -5.336 0.227 -0.144
6 C -3.993 0.155 -0.270
7 C -3.182 -0.860 0.240
8 C -1.811 -0.801 0.061
9 C -1.247 0.257 -0.622
10 C -2.037 1.272 -1.136
11 C -3.402 1.222 -0.961
12 H -4.046 1.995 -1.347
13 H -1.568 2.082 -1.669
14 S 0.518 0.353 -0.818
15 O 1.111 -0.839 -0.280
16 O 0.843 0.694 -2.180
17 N 0.861 1.694 0.117
18 C 0.880 1.443 1.548
19 C -0.292 2.135 2.236
20 H -0.263 1.933 3.303
21 H -0.237 3.210 2.083
22 H -1.236 1.776 1.833
23 H 0.824 0.361 1.693
24 H 1.827 1.792 1.969
25 C 1.830 2.639 -0.405
26 H 1.582 2.818 -1.452
27 H 1.756 3.568 0.165
28 C 3.236 2.049 -0.264
29 O 3.969 2.332 0.664
30 N 3.543 1.169 -1.234
31 H 2.807 0.894 -1.874
32 C 4.662 0.252 -1.097
33 C 4.180 -1.030 -0.469
34 C 3.821 -2.127 -1.239
35 C 3.304 -3.244 -0.602
36 N 3.131 -3.324 0.705
37 C 3.466 -2.275 1.435
38 C 3.995 -1.111 0.906
39 H 4.246 -0.274 1.540
40 H 3.302 -2.377 2.501
41 H 3.009 -4.119 -1.166
42 H 3.932 -2.109 -2.313
43 H 5.399 0.743 -0.455
44 H 5.090 0.071 -2.086
45 H -1.164 -1.575 0.442
46 H -3.601 -1.695 0.777
47 H -6.827 -2.792 -0.008
48 H -5.256 -2.457 -0.748
49 H -6.713 -1.713 -1.404

Cartesian forces (eV/Å) of the 6 atoms listed first:
C 0.14 0.37 0.13
C -0.25 -0.41 0.06
H -0.04 0.10 -0.06
H 0.17 -0.07 0.06
O 0.16 0.21 -0.15
C 0.28 0.04 -0.02

These are the Löwdin partial charges, in e, on atoms 1 to 4:
1 C -0.061
2 C -0.238
3 H 0.117
4 H 0.125